A structure of composition C14H16BCl6F4O4S4Ti, computed with ωB97M-V/def2-TZVPD.

For the HOMO-LUMO gap (alpha / beta), the calculation gives 7.21 / 6.13 eV. The value obtained for the total energy is -176105.0621 eV. As for the largest force on an atom: 1.0 eV Å⁻¹. The value obtained for the HOMO energy (alpha / beta) is -8.82 / -8.82 eV. As for the total charge: 0. As for the multiplicity: 2. Its energy above the lowest of the compared OMol25 structures with the same formula, charge and spin is 96.06 kJ/mol. The expectation value of S² is 0.7535. The value obtained for the lowest unoccupied orbital energy (alpha / beta) is -0.059 / -0.099 Ha.

```
50
Properties=species:S:1:pos:R:3:forces:R:3
Ti -0.90826 -0.72482 0.16864 -0.0957 -0.1878 0.9358
C -1.77305 3.54599 -3.00292 0.0057 -0.0002 -0.0267
C -1.02941 3.70937 -1.91935 0.0150 -0.0469 -0.0035
S 0.13684 1.24915 0.60885 -0.1896 -0.3165 -0.0482
C 0.90586 1.37603 2.25220 -0.0277 0.0605 0.0414
C 2.41081 1.59836 2.14487 -0.0431 0.0082 -0.0113
S 3.30855 0.27766 1.28859 0.0655 0.0142 0.0206
C 3.63249 1.01420 -0.34785 -0.0172 -0.0513 -0.0362
C 3.15267 0.12482 -1.50576 -0.0041 0.0206 -0.0099
S 2.05542 1.07637 -2.59378 0.0241 0.0212 -0.0035
C 1.29595 -0.27172 -3.53142 -0.0235 0.0175 -0.0291
C 0.01262 0.22136 -4.18391 0.0258 -0.0093 -0.0104
S -1.44070 0.24901 -3.11393 0.0209 0.0117 0.0505
H -1.34605 3.62502 -3.99681 -0.0078 0.0159 0.0022
H -2.83435 3.33809 -2.94082 0.0006 0.0044 0.0076
H -1.45176 3.63907 -0.92483 -0.0056 -0.0067 0.0057
H 0.03369 3.90718 -1.98135 -0.0019 0.0028 -0.0033
H 0.68594 0.48682 2.83457 0.0138 -0.0361 -0.0191
H 0.44601 2.23397 2.74583 -0.0185 -0.0178 0.0272
H 2.81859 1.65676 3.15524 0.0051 0.0032 -0.0004
H 2.63362 2.54606 1.65473 0.0041 -0.0044 -0.0091
H 4.70350 1.18958 -0.42955 -0.0039 0.0245 -0.0068
H 3.13796 1.98491 -0.37821 -0.0189 -0.0100 0.0312
H 2.59761 -0.73081 -1.12347 -0.0496 0.0140 0.0115
H 3.99854 -0.24344 -2.08543 0.0000 -0.0342 0.0206
H 1.08776 -1.10586 -2.86419 -0.0067 -0.0133 0.0247
H 1.96862 -0.61964 -4.31552 0.0035 -0.0021 0.0033
H -0.28900 -0.42435 -5.01345 0.0130 -0.0119 0.0041
H 0.12895 1.23462 -4.58146 -0.0235 -0.0032 -0.0009
F -0.90294 -2.75604 -2.42310 0.0223 -0.0757 -0.0136
B -0.46962 -3.15121 -1.18661 0.0085 0.0630 -0.1821
F 0.39919 -1.91805 -0.68733 0.0103 -0.0393 -0.2157
F -1.48215 -3.05869 -0.22123 0.0291 0.1829 0.0132
F 0.29611 -4.24591 -1.15480 0.0085 0.0030 0.0844
O -2.76083 -0.63665 0.17208 0.2804 0.0880 -0.2938
Cl -3.75021 0.64928 -0.10324 -0.1195 0.0006 -0.0188
O -4.97741 0.23103 0.49544 -0.0121 -0.0213 -0.0409
O -3.82748 0.69660 -1.54279 0.0265 0.0043 0.0122
O -0.91358 0.07886 -1.71261 -0.0326 0.1273 -0.4066
Cl 1.20478 -3.07542 1.77916 0.0138 0.0181 -0.0024
C -0.07904 -2.41673 2.73106 0.0183 -0.0017 0.0135
C -0.83315 -1.33696 2.25857 -0.0547 0.0949 -0.0761
C -1.74584 -0.80060 3.17682 -0.0576 -0.0159 -0.0528
Cl -2.63338 0.64583 2.80288 0.1682 0.0822 0.2136
C -1.98216 -1.35507 4.43361 0.0071 -0.0032 0.0051
Cl -3.15172 -0.68357 5.50034 0.0114 0.0112 -0.0013
C -1.26054 -2.47729 4.82898 -0.0233 0.0007 0.0014
Cl -1.55708 -3.20043 6.35655 0.0125 0.0119 0.0015
C -0.28848 -2.99826 3.98321 0.0164 -0.0060 -0.0127
Cl 0.63614 -4.35448 4.49354 0.0065 0.0083 0.0041
```
Positions in Å, forces in eV/Å.